Entry 1:
112
Properties=species:S:1:pos:R:3:lowdin_charge:R:1 method="wB97M-V/def2-TZVPD" e_tot_ev=-146923.1477 charge=+1 multiplicity=1
Hg -7.748 18.374 11.303 1.1683
O -5.289 19.684 8.255 0.1228
C -6.244 19.330 9.148 -0.8357
O -6.209 18.150 9.572 -0.1066
O -7.137 19.985 9.651 -0.0288
H -5.028 18.762 8.311 0.0919
C -4.594 15.579 13.791 -0.2339
S -5.534 15.366 12.193 0.9212
O -6.435 16.627 12.096 -0.6544
C -4.059 15.777 11.093 -0.2040
H -3.927 14.752 14.035 0.0574
H -5.312 15.527 14.610 0.0409
H -4.142 16.571 13.776 0.0389
H -3.177 15.281 11.498 0.0480
H -3.851 16.844 11.179 0.0366
H -4.266 15.406 10.090 0.0429
C -8.576 13.729 9.873 -0.2396
S -8.771 15.326 9.028 0.9000
O -8.487 16.294 10.217 -0.6149
C -7.244 15.062 8.091 -0.2432
H -7.551 13.559 10.203 0.0436
H -8.810 12.913 9.189 0.0639
H -9.320 13.794 10.668 0.0333
H -6.563 14.488 8.720 0.0390
H -6.844 16.063 7.926 0.0386
H -7.519 14.513 7.190 0.0583
C -8.688 21.643 14.412 -0.2383
S -9.277 21.470 12.694 0.9115
O -9.029 20.018 12.273 -0.6222
C -7.958 22.441 11.847 -0.2360
H -9.542 21.435 15.056 0.0490
H -8.269 22.625 14.629 0.0610
H -7.935 20.870 14.567 0.0251
H -8.095 22.417 10.766 0.0334
H -7.077 21.820 12.013 0.0104
H -7.745 23.474 12.121 0.0699
C -11.017 17.434 14.614 -0.2398
S -9.453 16.632 14.100 0.9267
O -9.045 17.332 12.790 -0.6289
C -8.432 17.491 15.336 -0.2376
H -11.691 17.427 13.757 0.0284
H -10.875 18.510 14.714 0.0471
H -11.493 17.188 15.563 0.0697
H -7.382 17.446 15.047 0.0405
H -8.625 17.046 16.313 0.0613
H -8.534 18.576 15.333 0.0441
C -11.969 15.280 10.875 -0.2426
S -13.258 14.113 11.527 0.8330
O -14.632 14.691 11.282 -0.5565
C -12.819 14.242 13.334 -0.2378
H -10.927 15.076 11.124 0.0211
H -12.225 16.248 11.306 0.0323
H -12.025 15.381 9.792 0.0549
H -12.851 15.303 13.583 0.0226
H -11.812 13.850 13.477 0.0460
H -13.604 13.771 13.926 0.0528
C -9.455 16.860 4.486 -0.2132
S -10.340 18.146 5.591 0.8824
O -11.189 17.266 6.557 -0.6066
C -8.900 18.798 6.472 -0.2622
H -9.973 16.288 3.717 0.0531
H -8.930 16.101 5.066 0.0365
H -8.678 17.443 3.992 0.0362
H -8.181 19.223 5.772 0.0613
H -8.351 18.117 7.123 0.0515
H -9.207 19.665 7.057 0.0355
C -12.451 21.184 7.481 -0.2425
S -11.736 22.756 8.111 0.8834
O -12.927 23.289 8.960 -0.5773
C -10.526 22.136 9.302 -0.2824
H -12.894 21.451 6.522 0.0456
H -13.336 20.891 8.046 0.0374
H -11.786 20.336 7.313 0.0261
H -10.155 23.013 9.832 0.0404
H -9.760 21.513 8.840 0.0465
H -10.869 21.481 10.103 0.0322
C -4.918 21.373 14.114 -0.2224
S -5.014 19.691 13.369 0.9004
O -6.178 19.603 12.364 -0.6250
C -3.505 19.821 12.339 -0.2172
H -4.866 22.120 13.322 0.0508
H -4.019 21.444 14.727 0.0657
H -5.834 21.568 14.672 0.0307
H -2.639 19.621 12.970 0.0575
H -3.328 20.849 12.023 0.0417
H -3.548 19.195 11.448 0.0524
C -11.049 18.279 9.644 -0.2527
O -9.992 18.421 10.337 -0.1141
N -12.324 18.636 10.014 -0.1632
C -13.541 18.319 9.283 -0.0565
C -12.570 19.294 11.303 -0.0345
H -11.125 17.850 8.633 0.0980
H -14.179 19.160 9.012 0.0800
H -14.136 17.596 9.842 0.0881
H -13.378 17.869 8.303 0.0896
H -12.973 20.290 11.122 0.0958
H -13.177 18.674 11.962 0.0878
H -11.629 19.456 11.829 0.0608
O -4.875 26.344 7.288 0.0751
C -3.945 25.525 7.343 -0.5701
O -3.742 24.577 8.186 0.0260
C -4.742 24.354 9.158 -0.1829
C -4.661 22.928 9.848 -0.0427
C -2.856 25.581 6.335 0.0118
H -5.681 24.211 8.623 0.1237
H -4.772 25.060 9.988 0.1293
H -5.596 22.695 10.357 0.0485
H -3.899 22.956 10.627 0.0550
H -4.398 22.155 9.125 0.0715
H -3.171 26.020 5.388 0.0937
H -2.422 24.586 6.240 0.0861
H -2.008 26.211 6.606 0.0915



Entry 2:
113
Properties=species:S:1:pos:R:3:lowdin_charge:R:1 method="wB97M-V/def2-TZVPD" e_tot_ev=-103164.7725 charge=+1 e_above_lowest_kj_mol=1520.1 multiplicity=1
Sn 0.783 -5.207 -0.518 1.3757
Zn -1.380 2.568 -1.306 1.2513
B 0.910 0.337 0.088 -0.3438
H 0.910 0.404 -0.989 -0.0688
H -0.059 -0.055 0.354 -0.0738
H 1.714 -0.310 0.401 -0.0594
H 0.996 1.310 0.546 -0.0632
B -3.274 1.024 -3.910 -0.3464
H -2.336 1.493 -4.163 -0.0758
H -4.011 1.810 -3.847 -0.0747
H -3.526 0.381 -4.739 -0.0448
H -3.190 0.505 -2.967 -0.1012
B 0.101 5.566 -1.950 -0.3540
H 0.594 6.483 -2.232 -0.0192
H -0.900 5.490 -2.345 -0.1007
H 0.612 4.692 -2.324 -0.0959
H 0.046 5.475 -0.876 -0.0930
C -3.612 2.285 6.458 -0.0827
O -3.383 2.587 5.051 -0.1925
C -3.809 3.883 4.734 -0.2428
C -3.249 4.154 3.309 -0.1714
N -3.762 3.176 2.285 -0.0410
C -5.187 3.377 2.042 -0.1925
C -5.625 4.798 1.604 -0.2288
O -4.818 5.275 0.580 -0.1853
C -5.013 6.606 0.234 -0.1161
H -4.499 2.789 6.842 0.0791
H -2.947 2.769 7.173 0.0794
H -3.643 1.218 6.678 0.0862
H -3.323 4.596 5.401 0.1244
H -4.893 3.992 4.740 0.1157
H -2.163 4.066 3.325 0.1137
H -3.390 5.225 3.163 0.1114
H -3.582 2.296 2.746 0.0911
H -5.683 3.048 2.956 0.1076
H -5.458 2.659 1.268 0.1138
H -5.542 5.428 2.490 0.1088
H -6.656 4.906 1.268 0.1260
H -4.467 6.793 -0.691 0.0946
H -4.598 7.334 0.931 0.0885
H -6.062 6.852 0.065 0.0890
C 3.090 6.193 6.890 -0.1123
O 3.959 5.523 7.801 -0.1855
C 3.520 4.126 8.041 -0.1754
C 3.841 3.067 6.971 -0.1951
N 5.216 3.303 6.472 0.0087
C 5.434 2.712 5.152 -0.1856
C 5.186 3.816 4.133 -0.2318
O 6.039 4.936 4.417 -0.1830
C 5.793 5.949 3.443 -0.0968
H 3.421 7.227 6.785 0.0898
H 2.082 6.358 7.271 0.0829
H 3.050 5.718 5.910 0.0743
H 2.463 4.128 8.305 0.1148
H 4.038 3.800 8.943 0.1172
H 3.032 3.178 6.249 0.1063
H 3.674 2.065 7.368 0.1203
H 5.354 4.299 6.376 0.0910
H 4.746 1.928 4.835 0.1185
H 6.441 2.307 5.048 0.1186
H 4.146 4.120 4.252 0.1072
H 5.189 3.421 3.117 0.1250
H 4.772 6.329 3.462 0.0887
H 6.115 5.659 2.442 0.0896
H 6.480 6.735 3.758 0.0915
C -3.653 -4.721 1.507 -0.1341
O -3.471 -5.071 0.170 -0.2282
C -4.704 -5.581 -0.446 -0.1805
C -4.383 -6.075 -1.851 -0.2043
N -3.667 -7.384 -1.813 -0.0623
C -3.465 -7.752 -3.212 -0.2035
C -2.403 -8.904 -3.177 -0.2212
O -1.124 -8.430 -2.735 -0.2086
C -0.172 -9.548 -2.765 -0.0926
H -4.402 -5.357 1.978 0.0898
H -3.992 -3.692 1.624 0.0902
H -2.653 -4.811 1.932 0.0762
H -5.517 -4.857 -0.391 0.1279
H -5.029 -6.451 0.124 0.1153
H -3.796 -5.346 -2.410 0.1209
H -5.351 -6.163 -2.344 0.1199
H -4.268 -8.094 -1.420 0.1099
H -3.327 -6.919 -3.902 0.1201
H -4.424 -8.149 -3.542 0.1172
H -2.360 -9.293 -4.194 0.1162
H -2.846 -9.750 -2.651 0.1199
H 0.851 -9.275 -2.507 0.0743
H -0.111 -10.110 -3.696 0.0858
H -0.502 -10.316 -2.065 0.0835
C 6.964 -1.540 -3.252 -0.0507
C 6.339 -2.444 -4.324 -0.4940
C 7.181 -2.838 -5.561 -0.0496
O 5.910 -3.665 -3.751 -0.0759
H 7.887 -2.007 -2.910 0.0778
H 6.364 -1.433 -2.347 0.0743
H 7.078 -0.523 -3.625 0.0826
H 5.435 -1.953 -4.686 0.1294
H 8.012 -3.445 -5.201 0.0716
H 7.638 -1.978 -6.051 0.0788
H 6.691 -3.499 -6.275 0.0783
H 6.706 -4.017 -3.346 0.0781
C 0.239 -1.977 -8.140 -0.0731
C -0.203 -3.324 -7.564 -0.4701
C 0.858 -4.427 -7.721 -0.0520
O -0.394 -3.021 -6.184 -0.0779
H 0.329 -2.041 -9.224 0.0769
H 1.192 -1.593 -7.776 0.0843
H -0.469 -1.156 -8.026 0.0780
H -1.170 -3.564 -8.005 0.1323
H 1.827 -4.221 -7.264 0.0767
H 1.224 -4.608 -8.731 0.0766
H 0.436 -5.371 -7.376 0.0699
H -1.009 -2.283 -6.191 0.0789



Entry 3:
49
Properties=species:S:1:pos:R:3:nbo_charge:R:1 method="wB97M-V/def2-TZVPD" e_tot_ev=-54035.6749 e_above_lowest_kj_mol=122.6 multiplicity=1
Pt -0.104 0.195 0.220 0.5359
C -0.884 -1.929 -4.686 -0.1982
C -0.633 -0.623 -4.290 -0.2228
C -1.073 -0.178 -3.050 -0.2056
C -1.778 -1.035 -2.206 -0.3573
C -2.018 -2.346 -2.608 -0.1414
C -1.572 -2.792 -3.843 -0.2259
P -2.281 -0.418 -0.553 0.9740
C -4.100 -0.436 -0.615 -0.2469
C -4.782 -0.365 0.601 -0.2263
C -6.166 -0.409 0.624 -0.1959
C -6.875 -0.505 -0.567 -0.1988
C -6.199 -0.554 -1.776 -0.2066
C -4.811 -0.510 -1.806 -0.2253
C -1.925 -1.851 0.489 -0.3190
C -2.658 -2.957 0.893 -0.2417
C -2.010 -3.916 1.660 -0.2376
C -0.670 -3.757 2.000 -0.1933
C 0.046 -2.626 1.614 -0.2445
C -0.594 -1.653 0.854 -0.2079
H -0.538 -2.278 -5.650 0.2148
H -0.087 0.041 -4.949 0.2133
H -0.891 0.842 -2.732 0.2339
H -2.544 -3.022 -1.944 0.2150
H -1.747 -3.817 -4.142 0.2167
H -4.220 -0.293 1.525 0.2284
H -6.691 -0.382 1.570 0.2188
H -7.957 -0.540 -0.551 0.2176
H -6.750 -0.641 -2.703 0.2187
H -4.283 -0.555 -2.750 0.2304
H -3.706 -3.071 0.642 0.2144
H -2.550 -4.791 2.000 0.2102
H -0.178 -4.514 2.599 0.2112
H 1.079 -2.515 1.909 0.2348
O 3.492 -0.717 0.470 -0.4097
N 2.582 -0.755 1.249 0.3392
O 1.743 0.246 1.184 -0.6552
S 0.267 2.526 -0.531 -0.2580
C 1.933 2.218 -0.734 0.3834
N 2.905 2.837 -0.060 -0.5770
C 4.221 2.289 -0.387 -0.2282
C 3.928 1.460 -1.649 -0.2268
N 2.469 1.455 -1.677 -0.5714
H 2.710 3.259 0.831 0.4267
H 4.590 1.654 0.417 0.2214
H 4.938 3.090 -0.564 0.2036
H 4.318 0.449 -1.558 0.2344
H 4.320 1.926 -2.555 0.1936
H 1.926 0.917 -2.328 0.4303



HOMO level, record by record: -0.387, -0.378, -0.290 Eh
Gap between HOMO and LUMO, record by record: 8.47, 1.32, 7.76 eV
LUMO energy, record by record: -0.07523, -0.32989, -0.00506 hartree